68
Properties=species:S:1:pos:R:3:forces:R:3 method="wB97M-V/def2-TZVPD" homo_lumo_gap_ev="6.13 / 6.13" relative_energy_kcal_mol=19.5 e_lumo_ha="-0.061 / -0.060"
W 1.145301 -0.377029 -1.901857 -0.524 3.061 0.709
S 4.688205 5.308750 -4.854534 0.050 0.059 -0.037
C 3.909805 4.039055 -4.199595 -0.119 -0.167 0.094
S 2.257473 3.617673 -4.579495 0.243 -0.027 0.108
C 2.150366 2.225841 -3.533922 0.087 0.152 0.055
C 3.247341 1.911868 -2.825610 -0.253 0.468 0.187
S 3.321318 0.606855 -1.664589 -0.884 -0.722 -0.129
S 4.635410 2.944120 -3.047619 -0.149 0.124 -0.141
S 0.656148 1.308443 -3.467933 0.395 -0.591 0.697
F -2.258925 -3.066361 -0.787915 -0.195 0.053 -0.425
C -1.074349 -3.398947 -1.253199 0.359 0.228 0.183
F -0.923795 -4.710465 -1.207968 -0.138 -0.151 -0.357
F -0.128738 -2.854584 -0.485845 -0.025 -0.106 0.057
S -0.824474 -2.707742 -2.972504 0.113 -0.850 0.578
O -0.717060 -1.260621 -2.744798 0.329 0.531 -0.100
O -1.877516 -3.174595 -3.788530 -0.038 -0.015 -0.175
N 0.592248 -3.295995 -3.351931 -0.018 0.050 -0.085
S 1.916556 -2.542780 -3.035158 0.543 -2.620 -0.805
O 2.256728 -2.364560 -1.622048 -0.019 0.314 0.285
O 2.170676 -1.309641 -3.771576 -0.692 0.166 0.076
C 3.107394 -3.821451 -3.688273 0.138 -0.178 -0.003
F 3.289484 -3.620490 -4.983254 -0.094 0.056 0.046
F 2.620746 -5.034517 -3.485271 0.026 0.094 0.020
F 4.262441 -3.705443 -3.050965 -0.083 0.184 -0.009
C -0.877929 3.297476 -0.407050 -0.195 -0.206 0.224
C -2.104521 2.416302 -0.184077 -0.133 0.122 -0.076
C -2.539203 1.723503 -1.474890 -0.027 0.020 0.368
C -3.255006 3.242424 0.375352 0.096 -0.131 0.081
O -1.818546 1.417322 0.815875 0.423 -0.273 -0.271
Si -0.707486 0.242305 1.025857 -0.368 0.638 0.874
O 0.174467 -0.045608 -0.355158 1.126 -0.095 -1.118
O -1.447640 -1.162989 1.321751 0.044 -0.094 -0.030
C -2.270996 -1.590305 2.422410 -0.213 -0.143 0.246
C -3.536567 -0.737557 2.473378 0.242 -0.042 -0.110
C -2.622744 -3.049297 2.151206 0.016 0.199 -0.013
C -1.507285 -1.474902 3.740264 -0.004 0.056 -0.230
O 0.221973 0.661502 2.302485 0.139 -0.076 -0.652
C 1.630243 0.793100 2.585388 0.108 -0.034 0.136
C 1.734366 0.957452 4.096762 -0.129 0.031 -0.117
C 2.162869 2.036429 1.880949 -0.179 -0.205 0.077
C 2.386278 -0.467150 2.157412 -0.346 0.163 0.158
H -1.101637 4.096558 -1.113313 0.007 0.011 -0.013
H -0.065035 2.700572 -0.805713 0.254 -0.068 -0.147
H -0.559993 3.731949 0.541496 0.000 0.052 -0.013
H -2.767996 2.455969 -2.248617 -0.004 0.001 -0.016
H -3.422055 1.111896 -1.282755 -0.036 0.031 -0.033
H -1.748848 1.074325 -1.829873 0.133 -0.104 -0.176
H -3.554486 4.007304 -0.340900 -0.016 0.017 0.001
H -2.953792 3.723082 1.306147 -0.006 0.034 0.006
H -4.106092 2.593258 0.581402 -0.042 0.023 -0.008
H -4.077984 -0.818359 1.530389 -0.040 0.022 -0.006
H -3.270271 0.307708 2.630152 -0.107 0.026 0.049
H -4.178643 -1.076223 3.285987 -0.037 0.023 0.009
H -3.192596 -3.131754 1.227471 -0.046 -0.047 0.150
H -3.218423 -3.445516 2.973237 -0.004 -0.026 0.012
H -1.710998 -3.640692 2.058666 0.001 -0.041 0.003
H -1.218609 -0.440073 3.915512 0.003 -0.023 0.117
H -0.605994 -2.088979 3.710444 0.032 0.004 0.012
H -2.139614 -1.818175 4.558744 0.003 -0.006 0.027
H 1.141761 1.815807 4.412708 0.001 0.012 0.044
H 2.772402 1.119980 4.386545 0.013 -0.016 0.026
H 1.357128 0.067233 4.600620 0.015 -0.004 0.027
H 1.638985 2.921948 2.242136 0.021 0.015 -0.004
H 2.002009 1.944773 0.810320 0.044 0.051 -0.215
H 3.231589 2.150176 2.061176 0.022 0.029 0.005
H 1.934013 -1.338845 2.633523 0.068 -0.026 0.029
H 3.434352 -0.398534 2.446839 0.006 -0.012 0.017
H 2.335769 -0.602782 1.084132 0.058 -0.024 -0.278

16
Properties=species:S:1:pos:R:3:forces:R:3 method="wB97M-V/def2-TZVPD" homo_lumo_gap_ev=10.38 relative_energy_kcal_mol=19.9 e_lumo_ha=-0.164 charge=+1
C -1.910010 -0.061562 1.256609 -0.761 0.661 -2.243
C -0.929238 -1.214260 1.131488 0.073 -0.418 1.713
H -2.821233 -0.292251 0.691281 -0.143 -0.179 0.453
H -2.208217 0.378129 2.202857 0.359 -0.688 0.440
H -1.566927 0.809719 0.673201 0.316 -0.048 0.187
H -1.239605 -2.093915 1.703524 -0.197 0.230 0.220
H 0.008925 -0.910240 1.599637 0.312 -0.213 -0.341
H -0.782991 -1.663340 0.152687 -0.021 0.631 -0.386
N 1.319321 -0.517510 -1.273342 -0.290 -0.706 -0.068
C 0.992798 0.721902 -1.039616 1.230 0.931 -1.682
N 1.892544 1.679379 -0.853713 -0.544 -0.418 -0.113
H 2.194440 -0.979518 -1.040834 0.029 0.576 -0.057
H 0.671576 -1.097573 -1.789687 -0.233 -0.071 0.477
H -0.001765 1.069138 -1.291277 -0.338 -0.390 0.587
H 1.554236 2.624680 -0.905809 -0.007 0.223 0.296
H 2.826152 1.547221 -1.217011 0.215 -0.122 0.516

14
Properties=species:S:1:pos:R:3:forces:R:3 method="wB97M-V/def2-TZVPD" homo_lumo_gap_ev=9.64 relative_energy_kcal_mol=38.9 e_lumo_ha=0.032
C -1.880028 0.777871 -0.320209 -0.160 -0.175 0.145
N -0.662670 1.129490 -1.007485 0.754 -0.293 0.632
C 0.436169 0.653153 -0.589174 -0.052 -0.977 0.714
N 1.697521 1.064917 -0.832780 0.069 -0.422 0.276
C 0.816666 -0.759185 0.436008 0.603 0.079 0.032
N 0.120110 -1.802180 0.968413 -0.311 0.311 -0.279
O 2.027721 -0.811716 0.658390 -0.392 0.013 0.047
H -2.242192 1.655923 0.232222 0.043 -0.202 -0.092
H -1.711244 -0.025217 0.409865 -0.230 0.047 0.014
H -2.683319 0.478012 -1.001811 0.236 0.040 -0.036
H 2.304484 0.432471 -0.218846 0.034 1.348 -0.981
H 1.883459 2.046602 -1.019536 -0.213 -0.561 0.071
H -0.866010 -1.979542 0.925846 -0.059 0.318 -0.248
H 0.701165 -2.492612 1.447015 -0.322 0.473 -0.297

7
Properties=species:S:1:pos:R:3:forces:R:3 method="wB97M-V/def2-TZVPD" homo_lumo_gap_ev="6.64 / 9.87" relative_energy_kcal_mol=89.9 e_lumo_ha="-0.046 / 0.021"
C 1.250369 -0.223352 0.301676 -1.073 -0.979 -1.624
O -0.889557 0.917112 0.188647 0.123 0.110 -0.012
F 2.069091 0.715879 -0.198253 -0.098 0.077 1.246
S -2.156968 0.078672 0.097503 0.036 0.070 0.498
H 0.942844 -0.308070 1.393185 0.874 0.438 -1.805
H 0.887926 -0.804828 -0.620997 0.240 0.454 2.237
H -2.103702 -0.375416 -1.161758 -0.101 -0.170 -0.542

56
Properties=species:S:1:pos:R:3:forces:R:3 method="wB97M-V/def2-TZVPD" homo_lumo_gap_ev=8.33 relative_energy_kcal_mol=21.0 e_lumo_ha=-0.128 charge=+1
Zr 1.888688 2.092495 -0.065297 0.483 -2.567 0.089
O 1.326829 5.562503 1.493782 -0.083 -0.203 0.102
C 1.156680 4.495848 1.007772 -0.402 1.119 -0.120
O 1.678989 3.323716 1.410594 0.227 0.624 0.710
C 0.317685 4.166337 -0.253674 -0.998 0.963 0.425
O -0.868038 4.307098 -0.343203 0.239 0.215 -0.086
O 1.079901 3.496679 -1.119343 -0.659 1.022 -0.728
B 4.433367 2.629291 -0.999675 0.214 0.105 0.064
C 3.399458 1.823951 -1.862879 0.656 -0.251 -0.820
N 2.451734 1.243307 -2.197350 0.309 0.174 -0.667
H 3.732121 3.000909 -0.003073 0.650 0.114 -0.358
H 5.294819 1.889022 -0.620267 -0.061 -0.080 0.130
H 4.835002 3.578536 -1.594665 -0.115 0.151 0.080
C 4.758496 -1.197913 1.613000 0.216 0.109 0.130
N 3.674195 -1.428912 0.655031 -0.045 0.373 0.137
C 3.614767 -2.539229 -0.123679 -0.098 -0.082 -0.100
C 2.628375 -2.711546 -1.029960 -0.057 -0.034 -0.061
C 1.660050 -1.676522 -1.149182 0.036 0.067 0.113
N 1.740658 -0.581784 -0.385439 0.291 -0.162 0.130
C 2.738913 -0.446473 0.482562 0.081 -0.964 -0.118
O 2.840927 0.640109 1.133962 0.532 -0.576 0.566
N 0.645806 -1.759896 -2.003693 0.058 0.096 -0.017
H 5.353082 -2.101782 1.704065 -0.052 -0.041 -0.041
H 4.344387 -0.932809 2.582162 -0.036 -0.038 -0.017
H 5.390191 -0.378763 1.272642 -0.038 -0.015 -0.034
H 4.404344 -3.262764 0.020399 -0.016 -0.010 0.042
H 2.576951 -3.591720 -1.652246 0.071 -0.029 0.049
H 0.574831 -2.518181 -2.658718 -0.024 -0.033 -0.006
H 0.030705 -0.970050 -2.112323 -0.029 -0.033 -0.029
C -1.215553 1.455617 -1.748896 -0.173 0.172 0.142
C -1.184510 1.308725 -0.269208 0.071 -0.110 0.083
N -0.073361 1.318495 0.464258 -1.294 0.067 0.343
C -0.450845 1.209415 1.792120 -0.255 -0.011 0.052
C -1.798520 1.146060 1.849848 0.119 -0.208 0.120
N -2.252287 1.188970 0.546352 0.050 -0.011 -0.141
C -3.646300 0.983659 0.154536 -0.001 -0.107 -0.113
N -3.876362 -0.332130 -0.370347 -0.042 0.033 0.172
N -3.887388 -0.547444 -1.714038 0.135 0.111 0.057
N -4.002120 -1.791296 -1.942024 -0.083 -0.109 -0.241
C -4.079846 -2.465047 -0.742374 0.056 0.345 0.387
C -4.212121 -3.826340 -0.465722 -0.024 -0.070 -0.041
C -4.225718 -4.200165 0.858630 -0.005 -0.071 -0.166
C -4.106835 -3.250588 1.888804 0.000 0.084 0.090
C -3.991231 -1.901570 1.633344 -0.024 0.066 0.186
C -3.990177 -1.523575 0.292065 0.114 -0.261 -0.376
H -0.226182 1.256867 -2.157793 -0.016 -0.003 -0.080
H -1.465051 2.490652 -1.991509 0.047 0.020 -0.035
H -1.962826 0.818019 -2.214086 -0.028 -0.144 0.003
H 0.270093 1.176298 2.590205 -0.006 0.131 0.018
H -2.470565 1.075641 2.687440 0.001 -0.038 -0.028
H -3.942512 1.713442 -0.595875 0.040 -0.038 -0.020
H -4.250918 1.113224 1.048313 -0.023 0.128 0.011
H -4.307079 -4.543836 -1.269486 0.006 -0.010 0.024
H -4.335578 -5.244110 1.118678 0.018 0.007 0.003
H -4.107790 -3.595385 2.914539 -0.031 0.030 0.000
H -3.912331 -1.185028 2.440921 -0.001 -0.019 -0.011